C46H27Cl4CrN4O5S | ωB97M-V/def2-TZVPD

Each line ends with the Mulliken charge.
Geometry (Å):
Cr -0.35795 0.09424 -0.73792  -1.10
Cl 4.07478 -8.31188 -1.54315  -0.28
C 3.25238 -6.76603 -1.40905  0.39
C 2.08960 -6.54148 -2.12817  -0.84
C 1.44641 -5.32186 -2.01653  -0.42
C 1.93302 -4.29039 -1.19196  0.23
C 3.11825 -4.56587 -0.48639  -0.30
C 3.77306 -5.78089 -0.58754  -0.87
C 1.24632 -3.00505 -1.08316  0.33
C -0.18643 -3.00395 -0.94162  -0.40
C -1.08052 -4.05712 -0.71617  -1.07
C -2.37526 -3.49871 -0.65385  -1.37
C -2.20905 -2.13890 -0.84339  0.20
C -3.03379 -0.93061 -0.56115  3.30
C -4.51179 -0.95218 -0.86255  -1.16
C -5.26534 0.18048 -0.56314  0.11
C -6.62088 0.22682 -0.83848  -1.26
C -7.21980 -0.87703 -1.42118  0.51
Cl -8.93797 -0.83280 -1.76523  -0.27
C -6.49283 -2.00325 -1.75183  -1.32
C -5.13116 -2.02895 -1.47691  -0.13
C -2.69011 -0.47891 0.83998  -0.96
N -1.43220 0.01140 0.99197  1.09
C -1.32918 0.47108 2.27254  -0.16
C -0.30589 1.44853 2.61673  1.00
C -0.22847 1.95744 4.00996  -0.69
C -1.28240 2.67346 4.57704  -0.21
C -1.19387 3.17507 5.86627  -0.98
C -0.03548 2.95763 6.59309  0.46
Cl 0.08485 3.59130 8.22079  -0.26
C 1.02839 2.25405 6.05901  -0.94
C 0.92201 1.75551 4.76781  0.20
C 0.45529 2.04585 1.68144  -0.64
C 1.27380 3.25655 1.74650  -0.61
C 1.77347 3.55517 0.53553  -2.06
C 1.46928 2.47881 -0.44921  0.60
N 0.43372 1.69562 0.29220  1.23
C 2.57259 1.77068 -0.99411  0.10
C 2.57127 0.35232 -1.18503  0.35
C 3.69991 -0.38867 -1.58827  -1.60
C 3.34339 -1.72333 -1.57377  -1.34
C 1.99313 -1.81541 -1.15979  0.30
N 1.52450 -0.51535 -0.92075  0.59
C 3.75165 2.52233 -1.46752  -0.28
C 4.60287 3.23929 -0.61820  0.02
C 5.68506 3.96866 -1.09887  -0.95
C 5.95159 3.95123 -2.45250  0.44
Cl 7.31929 4.86200 -3.07509  -0.28
C 5.16454 3.21903 -3.32941  -0.90
C 4.07957 2.52057 -2.83245  -0.12
C -2.50215 0.17579 2.96394  -1.01
C -3.38303 -0.42327 2.03377  -1.26
N -0.89435 -1.84045 -0.99398  0.83
H 1.69862 -7.30914 -2.78366  0.37
H 0.55262 -5.14154 -2.59796  0.50
H 3.51438 -3.80275 0.17057  0.53
H 4.67532 -5.96847 -0.01942  0.38
H -0.83142 -5.09954 -0.60337  0.61
H -3.28618 -4.03606 -0.43944  0.65
H -4.77518 1.03562 -0.11632  0.34
H -7.20661 1.10692 -0.61131  0.40
H -6.97749 -2.84093 -2.23412  0.42
H -4.53700 -2.87815 -1.78188  0.57
H -2.17754 2.84304 3.99287  0.55
H -2.01170 3.73296 6.30174  0.39
H 1.92402 2.09514 6.64385  0.40
H 1.74323 1.19766 4.33612  0.49
H 1.42897 3.81773 2.65616  0.60
H 2.38842 4.40843 0.29627  0.89
H 4.66182 0.02526 -1.84313  0.48
H 3.95943 -2.55770 -1.86647  0.53
H 4.42227 3.20248 0.44832  0.51
H 6.32691 4.52202 -0.42601  0.38
H 5.39266 3.21391 -4.38708  0.40
H 3.44733 1.95628 -3.50651  0.48
H -2.71608 0.41193 3.99448  0.62
H -4.39481 -0.75537 2.20631  0.59
O -2.65852 1.56422 -3.32937  -0.81
S -2.11914 0.28258 -2.97690  1.09
O -2.71685 -0.86807 -3.58064  -0.64
O -2.42406 0.20649 -1.31377  0.10
O -0.64946 0.26580 -2.86562  -0.26
C -1.84421 2.85524 -0.19046  -1.77
C -0.56398 2.20715 -0.59840  1.86
O 0.28507 2.90964 -1.40729  -0.73
H -1.61592 3.80161 0.31328  0.38
H -2.43371 2.21834 0.46547  0.10
H -2.41541 3.05873 -1.09656  0.40

Cartesian forces, eV/Å:
-0.1 -0.7 0.1
0.0 0.0 0.0
0.0 0.0 0.0
0.0 0.0 0.0
0.0 0.1 0.0
0.1 0.0 0.0
-0.1 0.0 0.0
0.0 0.0 0.0
0.0 -0.1 0.0
0.1 0.0 0.0
0.0 0.0 -0.1
0.0 0.0 0.0
0.0 -0.1 0.1
-0.1 0.1 -0.1
0.0 0.0 0.1
0.0 0.0 0.0
0.0 0.0 0.0
0.0 0.0 0.0
0.0 0.0 0.0
0.0 0.0 0.0
0.0 0.0 -0.1
0.0 -0.1 0.0
-0.1 0.0 0.1
0.1 0.1 0.0
0.1 0.0 -0.1
0.0 0.0 0.0
0.0 0.0 0.0
0.0 0.0 0.0
0.0 0.0 0.0
0.0 0.0 0.0
0.0 0.0 0.0
0.0 0.0 0.0
-0.1 0.1 0.1
0.0 -0.1 -0.1
0.0 0.0 0.0
0.3 -0.1 0.4
0.0 -0.1 -0.2
0.0 0.0 0.0
0.0 0.1 0.0
0.0 0.0 0.0
0.0 0.0 0.0
0.0 0.0 0.0
0.0 0.0 -0.1
0.0 0.1 0.0
0.0 0.0 0.0
0.0 0.0 0.0
0.1 0.0 0.0
0.0 0.0 0.0
0.0 0.0 0.0
0.0 0.0 0.0
0.0 0.0 0.0
0.0 0.0 0.0
0.0 0.2 -0.1
0.0 0.0 0.0
0.0 0.0 0.0
0.0 0.0 0.0
0.0 0.0 0.0
0.0 0.0 0.0
0.0 0.1 0.0
0.0 0.0 0.0
0.0 0.0 0.0
0.0 0.0 0.0
0.0 0.0 0.0
0.0 0.0 0.0
0.0 0.0 0.0
0.0 0.0 0.0
0.0 0.0 0.0
0.0 0.0 0.0
0.0 0.0 0.0
0.0 0.0 0.0
0.0 0.0 0.0
0.0 0.0 0.0
0.0 0.0 0.0
0.0 0.0 0.0
0.0 0.0 0.0
0.0 0.0 0.0
0.0 0.0 0.0
-0.1 0.0 -0.1
0.0 0.0 0.4
0.0 0.0 0.0
0.0 0.0 -0.1
0.1 0.1 -0.2
0.0 0.0 0.0
0.1 0.5 -0.1
-0.2 0.0 -0.2
0.0 0.0 0.0
0.0 0.0 0.0
0.0 0.0 0.0

Summary:
**2S+1**: 4
**Gap between HOMO and LUMO (alpha / beta)**: 3.2 / 4.5 eV
**HOMO energy (alpha / beta)**: 0.21 / -1.05 eV
**Net charge**: -2
**Largest force on an atom**: 0.0130 Eh/bohr
**Energy relative to the best compared isomer or geometry (same formula, charge and spin)**: 81.56 kcal per mole